1.
The following is a quantum chemistry calculation of a molecular structure, C35H31Cl2GeN2O2Ru in a non-equilibrium geometry, from the Open Molecules 2025 dataset.

Values from the calculation:
- Gap between HOMO and LUMO (alpha / beta): 6.827 / 6.575 eV
- Multiplicity: 5
- Lowest unoccupied orbital energy (alpha / beta): -3.8 / -4.1 eV
- Charge: +1
- <S²>: 6.04

Cartesian coordinates (Å):
Ru 0.3911 0.4190 -0.8628
O 0.2626 -0.3314 -2.7777
C 0.9020 -1.1936 -3.5375
C 0.5834 -1.2370 -4.8748
C 1.2525 -1.9922 -5.7994
C 2.3229 -2.7947 -5.3472
C 2.6459 -2.8496 -3.9920
C 1.8835 -2.0916 -3.0313
C 2.3818 -2.0560 -1.6845
N 2.0234 -1.2000 -0.8179
C 2.7774 -1.2563 0.5249
C 3.1441 0.2305 0.8946
N 1.8812 0.9719 0.9818
C 1.6444 1.7642 1.9100
C 0.4955 2.6756 1.9401
C 0.3919 3.5919 3.0171
C -0.5109 4.6101 2.9522
C -1.3343 4.7756 1.8565
C -1.3195 3.8475 0.8466
C -0.4037 2.8285 0.8510
O -0.4643 2.0322 -0.2225
H -0.2160 -0.5295 -5.1947
H 1.0759 -1.9795 -6.8671
H 2.9260 -3.3414 -6.0407
H 3.5633 -3.3648 -3.6601
H 3.2924 -2.6054 -1.4070
H 3.5963 -2.0169 0.3878
H 2.1415 -1.5601 1.3089
H 3.8021 0.6505 0.1093
H 3.6876 0.2585 1.8179
H 2.3503 1.8390 2.6727
H 1.0591 3.4637 3.9077
H -0.6124 5.3735 3.7346
H -2.1577 5.5078 1.9607
H -1.9209 3.9290 -0.0288
Cl 2.0790 4.0129 -1.2568
C 3.5192 4.7394 -0.5320
Cl 4.2724 3.6986 0.6870
H 3.3240 5.7554 -0.0199
H 4.2179 4.8860 -1.3076
C -1.0580 1.1531 4.9206
C -2.2338 1.3175 4.2013
C -2.4180 0.7698 2.9207
C -1.4552 -0.0587 2.3020
C -0.2698 -0.2425 3.1244
C -0.0715 0.3631 4.3695
Ge -1.5352 -0.8073 0.5546
C -3.0221 -0.4231 -0.5678
C -3.4099 -1.3715 -1.4466
C -4.2643 -1.1188 -2.4792
C -4.7046 0.1663 -2.6748
C -4.2670 1.1914 -1.8434
C -3.3678 0.9120 -0.8363
C -0.7611 -2.5886 0.4256
C -0.4632 -3.0987 -0.8237
C 0.0274 -4.4393 -0.8942
C 0.2146 -5.1159 0.2802
C -0.1364 -4.5867 1.5284
C -0.7060 -3.3802 1.5623
H -0.8319 1.4990 5.8808
H -3.1071 1.7612 4.7120
H -3.3716 1.0484 2.4378
H 0.4583 -0.8135 2.7081
H 0.8587 0.1620 5.0220
H -2.9841 -2.3986 -1.3100
H -4.5539 -2.0206 -3.0768
H -5.2045 0.4190 -3.5253
H -4.6031 2.1764 -1.8989
H -3.1262 1.6562 -0.2139
H -0.4410 -2.6190 -1.8185
H 0.3073 -4.8423 -1.8308
H 0.6981 -6.1055 0.2331
H 0.0116 -5.1217 2.4928
H -1.1593 -2.9044 2.4648

***

2.
The following is a quantum chemistry calculation of 2 unconnected molecules or ions with the total composition C5H8O in a non-equilibrium geometry, from the Open Molecules 2025 dataset.

Values from the calculation:
- Gap between HOMO and LUMO: 9.391 eV
- Multiplicity: 1
- Lowest unoccupied orbital energy: 0.0 eV

Cartesian coordinates (Å):
C 0.5875 0.1367 -2.3574
C 0.7085 1.3528 -2.7245
C -1.1371 -0.5918 -0.2580
C -0.1435 -1.0176 0.5381
C 0.3396 -0.2536 1.6925
O 0.1525 -0.8183 3.0183
H 1.2899 2.1981 -2.3761
H 0.2698 1.2335 -3.7655
H -1.5222 -1.0643 -1.1055
H -1.6163 0.3989 0.0931
H 0.3275 -1.9356 0.3295
H -0.2155 0.7475 1.7232
H 1.4483 -0.0157 1.6195
H -0.4892 -0.3708 3.5727

***

3.
The following is a quantum chemistry calculation of C4H4O2S in the gas phase in a non-equilibrium geometry, from the Open Molecules 2025 dataset.

Values from the calculation:
- Gap between HOMO and LUMO: 7.983 eV
- Multiplicity: 1
- Lowest unoccupied orbital energy: 0.0 eV

Cartesian coordinates (Å):
C -1.2520 -2.0746 -0.9033
C -0.9208 -1.0862 -0.2828
C -0.3811 0.0512 0.3324
C 1.1438 0.1790 0.3266
O 1.5670 1.5648 0.0240
S 0.2761 2.5602 0.0647
O -0.6883 1.4992 -0.5643
H -1.9405 -2.8368 -1.1776
H -0.8801 0.5593 1.2636
H 1.5747 -0.0153 1.3135
H 1.5011 -0.4008 -0.3968

***

4.
The following is a quantum chemistry calculation of C6H11N in the gas phase in a non-equilibrium geometry, from the Open Molecules 2025 dataset.

Values from the calculation:
- Gap between HOMO and LUMO: 12.294 eV
- Multiplicity: 1
- Lowest unoccupied orbital energy: 0.9 eV

Cartesian coordinates (Å):
C 1.8336 -0.6560 0.0610
C 0.5523 0.0859 0.4466
C 0.6130 1.5487 -0.0105
C -0.6900 -0.7008 -0.0526
C -2.0349 -0.2116 0.5039
C -0.7334 -0.7062 -1.5246
N -0.7596 -0.6739 -2.6826
H 1.8662 -1.6546 0.5098
H 2.7092 -0.1016 0.4117
H 1.9229 -0.7646 -1.0265
H 0.4735 0.0823 1.5417
H 1.6196 1.9494 0.1732
H -0.0935 2.1835 0.5331
H 0.4073 1.6539 -1.0814
H -0.5595 -1.7488 0.2558
H -2.8454 -0.8722 0.1797
H -2.0119 -0.2143 1.5988
H -2.2693 0.8010 0.1630